Molecular formula: C4H7N3
Method: DFT, the ωB97M-V functional and the def2-TZVPD basis

Strongest force on any atom, eV Å⁻¹: 3.98
Frontier orbital gap (alpha / beta), eV: 8.066 / 8.342
HOMO (alpha / beta), eV: -8.952 / -9.008
Net charge: 0
LUMO (alpha / beta), eV: -0.89 / -0.67
DFT total energy, eV: -8726.3235
2S+1: 1

Geometry as XYZ:
```
14
Properties=species:S:1:pos:R:3:forces:R:3:mulliken_charge:R:1
C 1.6527 -1.0943 0.1696 0.006 -0.133 0.056 -0.76
C -1.1352 -0.4220 -0.3773 1.682 -0.071 1.548 -0.19
C -0.3946 1.9961 -0.4909 0.649 -1.417 0.755 -0.05
C 0.0058 0.6403 0.3220 -3.740 0.052 -1.349 0.14
N -1.3681 1.6474 -1.1374 -0.552 1.133 -0.828 -0.43
N 1.2733 0.2947 0.1724 2.044 -0.308 0.043 -0.41
N -2.0800 -1.0064 0.2145 -0.411 0.359 -0.455 -0.63
H -2.3783 -0.5464 1.0744 0.345 -0.116 0.178 0.24
H -0.7695 -0.8224 -1.3196 -0.067 0.057 -0.168 0.48
H 0.2003 2.9051 -0.4482 -0.114 0.061 0.009 0.37
H -0.4215 0.7957 1.3148 0.310 0.129 0.278 0.31
H 2.4787 -1.2078 0.8798 -0.034 0.040 -0.057 0.30
H 0.8681 -1.8115 0.4334 -0.059 0.134 -0.042 0.36
H 2.0685 -1.3686 -0.8075 -0.059 0.080 0.033 0.27
```
Positions in Å, forces in eV/Å.

Molecular formula: C22H17Br2FZn
Method: DFT, the ωB97M-V functional and the def2-TZVPD basis

Strongest force on any atom, eV Å⁻¹: 2.30
Frontier orbital gap, eV: 3.992
HOMO, eV: 0.354
Net charge: -2
LUMO, eV: 4.35
DFT total energy, eV: -214312.7335
2S+1: 1

Geometry as XYZ:
```
43
Properties=species:S:1:pos:R:3:forces:R:3:mulliken_charge:R:1
F 5.4932 1.4866 2.0533 1.119 0.147 0.040 -0.40
C 4.2103 1.0432 2.0215 -0.063 -0.204 0.066 0.42
C 3.9779 -0.3419 1.9913 -0.319 0.456 -0.004 -0.63
C 2.6611 -0.7783 1.9539 0.367 -0.047 0.054 -0.71
C 1.5655 0.1253 1.9762 0.113 0.132 -0.148 1.41
C 0.2415 -0.3727 1.9419 -0.404 -0.279 0.333 -1.59
C -0.9677 0.3587 1.9717 0.834 -0.195 -0.132 1.58
C -2.2056 -0.3362 1.9589 -1.045 0.374 0.100 -0.85
C -3.4116 0.3594 1.9897 0.550 -0.155 0.024 -0.44
C -3.4273 1.7736 2.0165 -1.036 0.110 0.027 -0.42
C -2.2437 2.4924 2.0107 0.242 -1.282 -0.013 -1.23
C -1.0527 1.7787 1.9847 -0.224 0.939 0.057 -0.16
C 1.9247 1.4961 1.9993 -0.360 0.708 0.084 -0.05
C 3.2116 1.9964 2.0294 0.296 -1.465 -0.037 -1.22
H 4.8147 -1.0546 1.9947 -0.370 0.455 -0.077 0.36
H 2.4354 -1.8407 1.8905 0.134 0.129 0.014 0.23
H 0.1439 -1.4654 1.9268 0.037 0.396 -0.096 -0.02
H -2.1791 -1.4281 1.9332 -0.103 0.288 -0.030 0.30
H -4.3592 -0.1993 1.9976 0.405 0.284 -0.047 0.30
H -4.3727 2.3113 2.0466 -0.034 -0.159 -0.026 0.27
H -2.2092 3.5766 2.0330 -0.151 -0.028 -0.022 0.31
H -0.1707 2.3887 1.9931 -0.669 -0.151 -0.044 0.62
H 1.1730 2.2555 2.0072 0.492 -0.170 -0.009 0.58
H 3.3997 3.0644 2.0613 0.153 -0.172 -0.039 0.37
Br 4.1480 -2.5503 -2.9751 0.916 -0.276 -0.406 -0.54
Zn 1.9404 -2.9698 -2.4653 -0.970 1.651 0.108 0.26
Br 1.2881 -3.6388 -0.3611 -0.185 -0.662 0.316 -0.50
C 0.9245 -1.0869 -3.1254 0.358 -2.272 0.022 -0.42
C 1.4104 -0.3194 -1.9777 -0.627 0.926 -0.409 -0.64
C 0.3302 0.2624 -1.3646 0.173 0.284 0.395 -0.77
C -0.8982 -0.1785 -1.9963 0.017 -0.315 -0.379 0.20
C -0.5413 -1.0922 -3.0348 0.353 0.699 -0.344 0.43
C -1.5162 -1.7053 -3.8345 -0.464 0.538 0.370 -0.54
C -2.8612 -1.3635 -3.6062 0.386 -0.115 -0.026 -0.32
C -3.2186 -0.4354 -2.6016 0.242 0.117 0.078 -0.58
C -2.2453 0.1644 -1.7938 0.199 -0.362 -0.126 -0.24
H 1.3888 -1.0047 -4.1160 -0.024 -0.012 0.376 0.48
H 2.4674 -0.2177 -1.6981 -0.585 0.150 -0.183 0.32
H 0.3485 0.9791 -0.5407 0.090 -0.500 -0.082 0.58
H -1.2195 -2.4212 -4.6094 -0.206 0.257 0.210 0.34
H -3.6434 -1.8202 -4.2217 0.205 0.132 0.224 0.31
H -4.2722 -0.1756 -2.4514 0.345 -0.136 -0.071 0.35
H -2.4835 0.8840 -1.0089 -0.188 -0.214 -0.150 0.25
```
Positions in Å, forces in eV/Å.

Molecular formula: C3H4N2O3
Method: DFT, the ωB97M-V functional and the def2-TZVPD basis

Strongest force on any atom, eV Å⁻¹: 4.74
Frontier orbital gap (alpha / beta), eV: 7.376 / 8.883
HOMO (alpha / beta), eV: -9.537 / -9.504
Net charge: 0
LUMO (alpha / beta), eV: -2.16 / -0.62
DFT total energy, eV: -12291.2593
2S+1: 1

Geometry as XYZ:
```
12
Properties=species:S:1:pos:R:3:forces:R:3:mulliken_charge:R:1
C 0.3216 -1.0874 -1.1559 0.508 -1.229 0.426 0.43
C 1.1614 1.2544 -0.0292 2.227 -2.758 -3.148 -1.00
C -0.6769 -0.6403 -0.2963 -0.144 1.473 -0.222 0.07
N 1.1880 -1.6312 -1.6827 0.184 0.103 -0.506 -0.40
N -0.5010 -0.5706 1.1192 -1.242 0.069 -0.317 1.00
O 0.3854 -1.1911 1.6541 0.188 0.034 0.247 -0.54
O -1.3918 0.1037 1.6461 0.413 -0.380 0.667 -0.66
O -1.7563 -0.1078 -0.8339 -0.921 -0.145 -0.212 -0.40
H 0.7947 1.8382 0.6905 -1.561 2.239 2.684 0.40
H 1.0245 1.5161 -1.0876 0.099 -0.066 0.673 0.36
H 2.0058 0.5706 0.2302 -0.966 0.660 -0.343 0.35
H -2.5555 -0.0547 -0.2545 1.216 0.001 0.051 0.38
```
Positions in Å, forces in eV/Å.

Molecular formula: C11H38O8
Method: DFT, the ωB97M-V functional and the def2-TZVPD basis

Structure (SMILES): CCO.CCO.CCO.CO.CO.CO.CO.CO
Strongest force on any atom, eV Å⁻¹: 4.37
Frontier orbital gap, eV: 9.980
HOMO, eV: -9.536
Net charge: 0
LUMO, eV: 0.44
DFT total energy, eV: -28398.0386
2S+1: 1

Geometry as XYZ:
```
57
Properties=species:S:1:pos:R:3:forces:R:3:mulliken_charge:R:1
C -3.0180 15.6820 27.6610 -2.294 -2.278 -1.826 -1.03
C -2.8290 15.3880 26.1590 0.682 0.540 0.997 1.02
O -2.3010 14.1260 25.9320 0.519 -1.767 0.200 -0.62
H -3.3940 14.7640 28.1430 0.012 0.263 -0.158 0.36
H -3.7460 16.4380 27.8220 -0.336 0.994 0.328 0.27
H -2.0870 15.8610 28.0330 2.418 0.940 1.440 0.16
H -2.0630 16.0450 25.7950 -0.001 1.086 -0.467 -0.48
H -3.7090 15.5090 25.5640 -0.627 -0.032 -0.221 0.00
H -1.4090 14.1160 26.3340 -0.766 0.244 -0.572 0.43
C -0.8210 18.4130 27.0070 -0.640 -0.249 0.302 0.77
C -2.0990 19.2320 26.9130 0.044 -0.870 -0.601 -0.84
O -2.5460 19.2970 25.5630 1.100 1.710 0.136 -0.57
H 0.0140 18.8910 26.4880 -0.127 -0.162 -0.001 -0.17
H -0.9810 17.3770 26.6660 0.200 0.586 -0.151 -0.67
H -0.6310 18.3430 28.0670 0.588 -0.032 0.494 0.50
H -1.9160 20.2160 27.3390 -0.263 0.249 -0.286 0.40
H -2.9350 18.7590 27.4220 0.205 0.005 0.794 0.31
H -3.1220 18.5660 25.4260 -0.833 -0.901 -0.214 0.37
C -0.1690 17.0210 23.4580 -1.060 0.674 -0.464 -0.40
C 0.5980 15.8240 23.9490 -1.958 -1.819 0.001 0.17
O 1.5480 15.3810 22.9990 0.592 0.165 -0.232 -0.59
H -0.5050 16.9650 22.3810 1.315 0.127 0.838 0.40
H 0.5090 17.8010 23.7680 -0.245 1.201 -1.011 0.16
H -1.1820 17.2720 23.8980 1.247 -0.792 0.478 -0.25
H -0.1020 15.0010 24.0960 -0.206 -0.268 0.173 0.30
H 1.0260 15.9860 24.9280 0.407 0.413 0.220 -0.09
H 1.8130 14.4840 23.2430 -0.080 0.334 -0.069 0.33
C -0.3990 21.6020 24.4550 -0.927 -0.574 0.710 -0.40
O -0.6450 20.2950 23.8760 1.967 2.356 -1.381 -0.52
H -1.1660 21.7380 25.2810 0.922 0.300 -0.913 0.20
H -0.4390 22.4510 23.7340 -0.447 -0.895 0.154 0.29
H 0.6100 21.6820 24.8870 -0.194 -0.358 0.053 0.03
H -1.2200 19.8150 24.4330 -1.290 -0.709 1.215 0.47
C 0.9210 15.5340 27.8280 -1.337 4.079 -0.821 -0.31
O 0.3080 14.6290 26.9540 0.148 -0.373 -0.354 -0.51
H 0.1670 16.0460 28.5410 1.232 -1.179 -0.720 0.16
H 1.2410 16.4280 27.1570 -0.637 -1.384 0.878 -0.15
H 1.8460 15.2980 28.2890 0.588 -1.158 0.713 0.41
H 0.1080 13.7790 27.3440 0.363 -0.214 0.643 0.31
C -5.5870 17.1510 24.0870 0.492 1.826 -1.886 -0.98
O -4.3800 17.8470 24.4330 -1.060 -1.241 1.906 -0.40
H -5.5220 16.9360 23.0490 -0.053 0.006 -1.306 0.35
H -6.3960 17.8550 24.1760 -0.537 -0.160 0.364 0.36
H -5.8010 16.1850 24.4340 0.283 -1.074 1.832 0.30
H -3.9080 18.0790 23.6600 0.612 0.299 -1.329 0.17
C -7.3070 19.7270 25.7820 -2.275 0.200 -0.498 -0.64
O -6.1160 19.5220 26.3810 0.240 1.717 3.615 -0.47
H -7.6440 18.7580 25.3890 -0.770 0.437 -0.065 0.31
H -7.2480 20.4650 24.9930 0.031 0.158 -0.668 0.27
H -8.0580 20.1700 26.4860 0.675 -0.743 -0.272 0.23
H -5.5590 19.0290 25.8600 2.097 -1.622 -2.015 0.35
C 2.8650 19.6060 26.1660 -0.163 -0.482 0.081 -0.63
O 2.7420 18.6640 25.0640 0.655 0.075 1.111 -0.43
H 2.6100 20.6650 25.8510 -0.026 -1.591 0.417 0.15
H 3.8590 19.5810 26.5740 1.038 0.457 -0.408 0.38
H 2.3630 19.2020 27.0720 -0.823 0.716 -0.665 0.22
H 3.3160 17.9050 25.3190 -0.700 0.770 -0.515 0.27
```
Positions in Å, forces in eV/Å.

Molecular formula: FH3N2OS
Method: DFT, the ωB97M-V functional and the def2-TZVPD basis

Strongest force on any atom, eV Å⁻¹: 4.87
Frontier orbital gap, eV: 9.841
HOMO, eV: -11.650
Net charge: 0
LUMO, eV: -1.81
DFT total energy, eV: -18625.4811
2S+1: 1

Geometry as XYZ:
```
8
Properties=species:S:1:pos:R:3:forces:R:3:mulliken_charge:R:1
N -0.7004 -0.7488 -1.4048 0.370 -2.321 2.317 -0.47
N -0.1498 0.4005 0.7604 1.320 4.684 -0.103 -0.42
O -0.7006 -1.8667 1.0065 0.079 -2.781 -0.525 -0.45
F 1.7050 1.2766 -0.5547 -1.816 -0.355 1.334 -0.62
S -0.3625 -0.8584 0.0864 -2.801 -0.399 -2.935 0.93
H -0.6846 0.2140 -1.6925 0.546 0.667 -0.110 0.32
H 0.8010 1.0284 0.1086 2.242 0.915 -2.008 0.39
H 0.0919 0.5545 1.6901 0.061 -0.410 2.031 0.31
```
Positions in Å, forces in eV/Å.

Molecular formula: C15H30NO10PbS
Method: DFT, the ωB97M-V functional and the def2-TZVPD basis

Strongest force on any atom, eV Å⁻¹: 4.68
Frontier orbital gap, eV: 4.505
HOMO, eV: 1.094
Net charge: -3
LUMO, eV: 5.60
DFT total energy, eV: -54078.0769
2S+1: 1

Geometry as XYZ:
```
58
Properties=species:S:1:pos:R:3:forces:R:3:mulliken_charge:R:1
Pb 18.2744 -12.7614 17.8658 0.298 -0.585 -2.296 1.46
C 19.2520 -17.7655 17.8557 -0.878 1.708 -1.453 -0.78
O 18.9080 -16.5240 17.2923 0.491 -1.069 0.955 -0.70
H 20.2248 -17.8136 18.3451 0.317 0.156 0.898 0.23
H 18.4421 -18.2339 18.4150 -0.289 0.085 1.294 0.21
H 19.3545 -18.5724 17.1301 0.298 -0.368 -1.268 0.20
C 13.8839 -13.1649 16.1308 2.172 -0.803 -0.904 -0.46
O 15.1448 -13.7215 16.0948 0.661 -0.231 0.969 -0.73
H 13.1163 -13.9151 15.9407 -0.816 -0.601 0.535 0.19
H 13.7381 -12.6436 17.0769 -0.795 0.598 0.084 -0.01
H 13.8344 -12.5840 15.2099 -0.716 1.396 -0.013 0.19
C 15.6141 -12.4607 23.3337 0.065 0.740 0.678 -1.85
C 15.4120 -12.4215 21.8078 -0.013 0.263 0.042 1.55
C 13.8554 -12.2755 21.5998 0.404 0.715 -0.110 -1.35
C 13.3024 -10.8450 21.6471 1.173 -0.862 0.636 -0.76
C 14.1900 -9.9599 20.8020 -1.351 -0.059 -0.122 -1.31
C 15.6787 -9.9348 21.1149 1.044 -0.235 -1.391 1.61
N 16.2262 -11.3207 21.1277 -0.365 -1.648 -0.231 0.58
O 17.6741 -11.5334 21.2977 -2.007 0.718 -0.344 -0.87
C 15.9272 -9.1019 22.3624 0.121 0.469 0.194 -1.82
C 16.3312 -9.1876 19.8522 0.094 -0.435 1.226 -1.60
C 15.7370 -13.8226 21.2708 -0.312 -0.186 -0.093 -1.85
H 16.6313 -12.2566 23.6680 0.127 0.390 -0.446 0.35
H 15.3592 -13.3668 23.8833 -0.321 -0.557 -0.555 0.39
H 14.9248 -11.7168 23.7330 0.230 0.356 0.431 0.35
H 13.3824 -12.8778 22.3754 -0.089 -0.287 -0.091 0.40
H 13.5700 -12.6534 20.6180 0.145 -0.299 -0.075 0.44
H 13.3225 -10.4179 22.6497 -0.115 -0.228 0.414 0.36
H 12.2606 -10.8474 21.3264 -0.037 0.166 -0.191 0.34
H 13.7335 -8.9886 20.9924 0.503 0.648 -0.544 0.42
H 14.0138 -10.2370 19.7626 0.255 0.108 -0.203 0.43
H 15.3454 -9.4884 23.1992 0.188 -0.003 0.202 0.35
H 15.6210 -8.0706 22.1869 -0.391 0.199 -0.098 0.44
H 16.9798 -8.9912 22.6226 0.098 -0.649 0.036 0.35
H 15.7624 -8.3738 19.4025 -0.615 0.013 0.372 0.33
H 16.4831 -9.9183 19.0579 0.302 -0.005 0.179 0.26
H 17.2493 -8.7163 20.2031 0.391 -0.370 -0.348 0.35
H 16.7020 -14.2119 21.5954 0.263 0.378 -0.578 0.30
H 15.4862 -13.9329 20.2158 0.863 0.334 -0.388 0.48
H 15.0335 -14.5582 21.6608 -0.365 0.133 0.669 0.39
S 20.2501 -12.0283 14.7274 -2.778 -2.580 2.750 0.99
O 19.3042 -11.0185 15.2512 -0.859 2.656 0.468 -0.76
O 20.9709 -12.4586 15.9645 1.533 -0.146 1.436 -0.71
O 19.4022 -13.1369 14.3401 -0.839 -1.739 -0.987 -0.68
O 21.1051 -11.6583 13.6529 2.030 1.800 -1.582 -0.71
C 22.4469 -9.5992 18.8224 -0.285 0.734 0.779 -1.44
C 23.4297 -10.0884 19.9324 -1.727 0.817 -1.748 0.46
C 23.6437 -11.5664 19.7730 0.354 0.136 -0.681 -0.37
O 25.0502 -11.6667 20.0088 1.041 -0.409 1.058 -0.34
C 25.6330 -10.4557 19.9438 3.618 -0.260 -1.078 0.70
O 26.8707 -10.2712 19.9341 -3.732 -0.548 0.450 -0.65
O 24.7298 -9.5133 19.7308 0.077 0.301 0.281 -0.33
H 22.2869 -8.5213 18.7939 0.362 0.211 0.456 0.35
H 21.4391 -9.9714 19.0064 0.090 -0.421 0.067 0.40
H 22.6962 -9.8389 17.7888 0.404 -0.601 0.262 0.39
H 23.1417 -9.8404 20.9540 -0.324 0.185 -0.111 0.24
H 23.5148 -11.8806 18.7372 -0.431 -0.099 0.065 0.29
H 23.0221 -12.1560 20.4468 0.441 -0.131 0.042 0.30
```
Positions in Å, forces in eV/Å.

Question: Which of these has the lowest net charge?
Answer: C15H30NO10PbS

Question: Which value of strongest force on any atom does entry 2 give?
Answer: 2.30 eV Å⁻¹

Question: Which value of DFT total energy does entry 5 give?
Answer: -18625.4811 eV

Question: Number 3 is which compound?
Answer: C3H4N2O3